Record 1
{
  "formula": "C4H8O",
  "method": "ωB97M-V with the def2-TZVPD basis set",
  "energy_ev": -6324.028,
  "total_charge": 0,
  "fmax_ev_per_a": 0.33,
  "de_lowest_kcal_mol": 26.3,
  "e_lumo_ev": 1.084,
  "smiles": "OCC1CC1",
  "e_homo_ha": -0.371,
  "symbols": ["O", "C", "C", "C", "C", "H", "H", "H", "H", "H", "H", "H", "H"],
  "positions_angstrom": [[1.258394, -0.636055, 1.276939], [1.306720, 0.399609, 0.315207], [0.017447, 0.526420, -0.483294], [-1.286031, 0.363474, 0.239338], [-0.819248, -0.704192, -0.711027], [0.954902, -1.429971, 0.821286], [2.161322, 0.264298, -0.367589], [1.486112, 1.318816, 0.882677], [0.068924, 1.257097, -1.291706], [-1.211094, 0.148157, 1.302151], [-2.135404, 0.979076, -0.043306], [-0.474338, -1.641532, -0.280596], [-1.327708, -0.845194, -1.660083]],
  "forces_ev_per_a": [[-0.01, -0.12, -0.03], [0.02, 0.29, -0.17], [0.10, 0.02, 0.01], [-0.11, 0.13, 0.15], [0.04, -0.15, -0.15], [0.20, 0.01, 0.17], [-0.17, -0.04, 0.09], [-0.03, -0.08, -0.10], [-0.06, -0.20, 0.18], [-0.06, -0.01, -0.19], [0.18, -0.10, -0.02], [-0.18, 0.10, -0.09], [0.07, 0.17, 0.14]],
  "mulliken_charge": [-0.497, -0.602, 0.040, -0.305, -0.747, 0.280, 0.276, 0.301, 0.382, 0.213, 0.259, 0.146, 0.253]
}

***

Record 2
{
  "formula": "C4H8O",
  "method": "ωB97M-V with the def2-TZVPD basis set",
  "energy_ev": -6323.547,
  "total_charge": 0,
  "fmax_ev_per_a": 0.52,
  "de_lowest_kcal_mol": 37.4,
  "e_lumo_ev": 1.035,
  "smiles": "C=CC.C=O",
  "e_homo_ha": -0.361,
  "symbols": ["C", "C", "C", "C", "O", "H", "H", "H", "H", "H", "H", "H", "H"],
  "positions_angstrom": [[1.600551, -0.303064, -0.128606], [0.305400, -0.359752, -0.883464], [-0.736665, -1.120302, -0.553343], [-1.209269, 1.307078, 0.980606], [-0.210814, 1.614664, 1.581812], [1.931522, 0.732536, 0.023365], [1.501452, -0.779202, 0.853219], [2.378584, -0.828264, -0.698145], [0.225917, 0.289562, -1.756422], [-1.664317, -1.108262, -1.121915], [-0.715315, -1.746526, 0.337049], [-1.946023, 0.582513, 1.382552], [-1.461023, 1.719022, -0.016705]],
  "forces_ev_per_a": [[-0.04, -0.07, 0.01], [-0.14, -0.11, -0.02], [0.06, 0.15, 0.04], [0.26, 0.04, 0.13], [-0.49, -0.01, -0.18], [-0.12, -0.23, -0.04], [0.05, 0.06, -0.20], [-0.06, 0.14, 0.13], [0.03, -0.16, 0.05], [0.21, -0.04, 0.01], [0.04, 0.02, -0.16], [0.12, 0.11, 0.04], [0.08, 0.08, 0.19]],
  "mulliken_charge": [-1.000, 0.030, -0.839, -0.138, -0.415, 0.275, 0.275, 0.330, 0.332, 0.305, 0.298, 0.268, 0.278]
}

***

Record 3
{
  "formula": "C4H8O",
  "method": "ωB97M-V with the def2-TZVPD basis set",
  "energy_ev": -6324.072,
  "total_charge": 0,
  "fmax_ev_per_a": 0.33,
  "de_lowest_kcal_mol": 25.3,
  "e_lumo_ev": 1.008,
  "smiles": "C[C@H]1C[C@H]1O",
  "e_homo_ha": -0.355,
  "symbols": ["C", "C", "C", "C", "O", "H", "H", "H", "H", "H", "H", "H", "H"],
  "positions_angstrom": [[-1.486824, -0.053481, -0.029727], [-0.150960, 0.649678, -0.121809], [0.898069, 0.391115, 0.933165], [1.115471, -0.079271, -0.473515], [1.127334, -1.451409, -0.740892], [-2.148318, 0.491466, 0.652331], [-1.386717, -1.069544, 0.370267], [-1.991386, -0.112852, -1.001827], [0.237049, -1.721278, -0.993591], [-0.214249, 1.668210, -0.501439], [1.486791, 1.215421, 1.324311], [0.665441, -0.390794, 1.652652], [1.848297, 0.462739, -1.069926]],
  "forces_ev_per_a": [[-0.02, -0.05, 0.00], [-0.09, 0.07, -0.05], [0.08, 0.02, 0.18], [0.10, 0.32, 0.00], [-0.24, -0.14, 0.01], [0.08, -0.09, -0.10], [0.01, 0.14, -0.06], [0.11, 0.00, 0.12], [0.14, 0.00, -0.05], [0.04, -0.16, 0.07], [-0.07, -0.12, -0.09], [0.04, 0.12, -0.11], [-0.15, -0.11, 0.08]],
  "mulliken_charge": [-1.499, 0.223, -0.586, -0.091, -0.539, 0.347, 0.374, 0.321, 0.309, 0.326, 0.259, 0.241, 0.314]
}

***

Record 4
{
  "formula": "C4H8O",
  "method": "ωB97M-V with the def2-TZVPD basis set",
  "energy_ev": -6322.275,
  "total_charge": 0,
  "fmax_ev_per_a": 3.50,
  "de_lowest_kcal_mol": 66.7,
  "e_lumo_ev": 1.180,
  "smiles": "COC1CC1",
  "e_homo_ha": -0.345,
  "symbols": ["C", "O", "C", "C", "C", "H", "H", "H", "H", "H", "H", "H", "H"],
  "positions_angstrom": [[-1.286965, 0.123075, -1.432403], [-0.630754, 0.940304, -0.500287], [0.432808, 0.259009, 0.006056], [1.079962, 0.522389, 1.318711], [0.382719, -0.798603, 1.091297], [-1.709400, -0.747447, -0.915490], [-0.601167, -0.232151, -2.220619], [-2.072183, 0.733545, -1.868927], [1.254348, 0.105424, -0.768467], [1.948331, 0.541272, 0.645615], [0.825595, 1.239477, 2.114793], [0.982020, -1.701277, 1.004461], [-0.605315, -0.985015, 1.525260]],
  "forces_ev_per_a": [[-0.44, -0.13, -0.29], [-0.53, -0.04, 0.20], [0.29, -0.40, -0.94], [0.30, 0.17, -0.75], [0.00, -0.18, -0.48], [-0.09, 0.02, -0.23], [-0.14, 0.14, 0.16], [-0.12, -0.15, -0.15], [-1.43, -0.05, 0.35], [1.66, 0.38, 3.06], [0.22, -0.33, -0.90], [-0.13, 0.07, -0.04], [0.42, 0.48, 0.00]],
  "mulliken_charge": [-0.678, -0.378, 0.106, -0.525, -0.621, 0.293, 0.302, 0.225, 0.267, 0.252, 0.291, 0.200, 0.264]
}